No. 1
{
  "formula": "C35H40BaCl3N7O5S3Si",
  "method": "ωB97M-V/def2-TZVPD",
  "homo_ev": -2.253,
  "total_charge": -2,
  "symbols": ["Ba", "C", "C", "C", "C", "C", "C", "C", "C", "C", "C", "C", "C", "H", "H", "H", "H", "H", "H", "H", "H", "H", "H", "H", "H", "H", "H", "H", "H", "H", "H", "C", "Si", "C", "C", "C", "C", "C", "C", "N", "C", "S", "H", "H", "H", "H", "H", "H", "H", "H", "H", "H", "H", "H", "N", "C", "N", "C", "N", "Cl", "C", "Cl", "Cl", "C", "O", "O", "O", "C", "N", "S", "O", "O", "C", "C", "C", "C", "C", "C", "H", "H", "H", "H", "C", "N", "C", "C", "N", "C", "S", "H", "H", "H", "H", "H", "H"],
  "xyz": [[0.724, -1.227, 0.234], [-1.958, 4.042, 1.945], [-2.542, 3.029, 0.998], [-2.304, 3.091, -0.373], [-1.573, 4.271, -0.956], [-2.751, 2.061, -1.206], [-2.347, 2.021, -2.658], [-3.536, 1.039, -0.671], [-4.156, -0.015, -1.545], [-3.785, 0.982, 0.704], [-4.519, -0.215, 1.246], [-3.296, 1.984, 1.537], [-3.544, 1.979, 3.019], [-1.488, 3.521, 2.776], [-2.735, 4.696, 2.350], [-1.200, 4.658, 1.474], [-0.498, 4.142, -0.842], [-1.868, 5.190, -0.452], [-1.800, 4.393, -2.011], [-3.077, 2.526, -3.296], [-2.250, 0.993, -2.995], [-1.375, 2.481, -2.809], [-3.650, -0.968, -1.397], [-4.109, 0.240, -2.599], [-5.205, -0.149, -1.277], [-4.353, -0.336, 2.314], [-4.140, -1.112, 0.757], [-5.596, -0.143, 1.061], [-3.710, 2.991, 3.386], [-2.670, 1.567, 3.527], [-4.413, 1.385, 3.289], [5.957, 2.841, 2.865], [4.169, 2.508, 3.480], [4.200, 1.097, 4.755], [3.697, 4.080, 4.490], [3.051, 2.407, 1.964], [2.754, 3.552, 1.251], [1.997, 3.487, 0.085], [1.520, 2.252, -0.307], [1.763, 1.130, 0.356], [2.546, 1.181, 1.454], [2.891, -0.299, 2.195], [6.643, 2.987, 3.694], [5.988, 3.732, 2.245], [6.323, 2.015, 2.266], [4.691, 1.398, 5.678], [4.716, 0.234, 4.352], [3.192, 0.775, 4.991], [4.332, 4.173, 5.367], [2.667, 4.042, 4.830], [3.820, 4.986, 3.905], [3.105, 4.516, 1.599], [1.804, 4.372, -0.505], [0.903, 2.135, -1.188], [2.337, -2.053, -1.352], [2.735, -3.153, -1.427], [3.268, -4.262, -1.655], [3.184, -5.431, -1.135], [3.224, -6.531, -0.773], [-2.548, -2.638, -3.445], [-0.819, -2.667, -3.092], [-0.444, -3.992, -2.022], [0.024, -2.878, -4.616], [-0.483, -1.276, -2.424], [0.052, -0.453, -3.150], [-0.858, -1.190, -1.261], [-1.041, 0.099, 3.785], [-1.231, -0.931, 3.150], [-1.116, -1.079, 1.838], [-1.398, -2.576, 1.354], [-2.516, -2.732, 0.466], [-0.162, -3.201, 0.934], [-1.829, -3.255, 2.964], [-2.219, -4.506, 3.385], [-2.444, -4.699, 4.742], [-2.264, -3.657, 5.641], [-1.860, -2.402, 5.207], [-1.661, -2.208, 3.849], [-2.339, -5.305, 2.669], [-2.752, -5.672, 5.101], [-2.434, -3.834, 6.694], [-1.678, -1.593, 5.900], [6.004, 0.942, -4.794], [4.676, 0.442, -4.618], [4.134, -0.705, -5.159], [2.876, -0.821, -4.682], [2.642, 0.249, -3.861], [3.741, 1.033, -3.812], [3.927, 2.501, -3.074], [6.308, 0.877, -5.841], [6.712, 0.392, -4.166], [5.988, 1.988, -4.475], [4.689, -1.320, -5.838], [2.120, -1.556, -4.862], [1.797, 0.348, -3.306]],
  "mulliken_charge": [2.463, -2.334, 1.728, 0.835, -2.581, 1.363, -2.423, 0.830, -2.125, 1.585, -2.081, 0.843, -2.351, 0.391, 0.333, 0.465, 0.307, 0.558, 0.476, 0.313, 0.225, 0.429, 0.049, 0.500, 0.456, 0.366, 0.207, 0.404, 0.503, 0.261, 0.511, -1.200, 0.285, -1.047, -1.186, 0.336, -0.348, -1.349, -0.552, -0.396, 0.476, -0.542, 0.316, 0.336, 0.340, 0.337, 0.312, 0.311, 0.317, 0.334, 0.325, 0.261, 0.486, 0.763, -0.838, 0.723, -0.768, 0.602, -0.713, -0.199, 0.945, -0.088, -0.218, 0.105, -0.786, -0.625, -0.849, -0.182, 0.062, 1.585, -0.842, -0.910, -0.040, -0.776, -0.523, -0.430, -0.634, 0.096, 0.508, 0.392, 0.391, 0.536, -0.932, 0.172, -0.680, 0.041, 0.493, 0.171, -0.582, 0.331, 0.302, 0.276, 0.451, -0.007, 0.018]
}


No. 2
{
  "formula": "CH2ClN2OP",
  "method": "ωB97M-V/def2-TZVPD",
  "homo_ev": [-10.824, -10.278],
  "e_above_lowest_kj_mol": 316.1,
  "symbols": ["C", "N", "N", "O", "P", "Cl", "H", "H"],
  "xyz": [[-1.071, 0.245, 0.022], [-0.230, -0.076, 1.103], [1.790, -1.802, -0.067], [-0.212, -0.036, -1.096], [1.030, -0.429, 0.020], [2.110, 1.224, -0.025], [-1.981, -0.479, -0.154], [-1.435, 1.353, 0.197]],
  "mulliken_charge": [0.036, -0.394, -0.453, -0.401, 0.893, -0.156, 0.237, 0.237]
}